[1]
Formula: C40H80N4O7
Source: the Open Molecules 2025 dataset
Level of theory: wB97M-V/def2-TZVPD

CARTESIAN COORDINATES (ANGSTROEM)
C: 11.10256 23.92326 14.32138
C: 12.34719 23.03714 14.58622
C: 12.37236 21.85719 13.67132
N: 13.69222 21.08976 13.60534
C: 13.46897 19.83660 12.76096
C: 14.74992 18.97837 12.65233
C: 15.24727 18.54632 13.98870
C: 15.38146 19.77462 14.92664
C: 14.18456 20.71788 14.91803
C: 14.68281 21.95899 12.95792
H: 10.15005 23.38341 14.41231
H: 11.08771 24.23526 13.26443
H: 11.16009 24.76994 15.03241
H: 12.38637 22.71345 15.64378
H: 13.24268 23.62598 14.41098
H: 12.18743 22.24082 12.64513
H: 11.59864 21.13036 13.94566
H: 12.76368 19.29694 13.35976
H: 12.99768 20.17915 11.85139
H: 14.45043 18.12069 12.05992
H: 15.43665 19.58290 12.05457
H: 14.58926 17.77939 14.37220
H: 16.24760 18.06800 13.91734
H: 15.43217 19.38430 15.93121
H: 16.29940 20.34777 14.66808
H: 13.38800 20.20112 15.50953
H: 14.38516 21.69980 15.37365
H: 14.33149 22.09527 11.96872
H: 15.67805 21.49236 13.02835
H: 14.75204 22.90774 13.49802
C: 11.20785 12.00973 10.88727
C: 9.77354 11.51385 10.90736
C: 9.73248 10.03191 11.03291
C: 10.04886 9.43194 12.44760
C: 9.18816 10.01226 13.52945
C: 9.23955 11.59560 13.60028
N: 9.14308 12.06617 12.13982
O: 8.22048 12.95357 11.85202
C: 10.68613 12.12964 14.02788
C: 8.16615 12.15521 14.50669
C: 9.08552 11.98980 9.63367
H: 11.90537 11.54174 11.57885
H: 11.23814 13.07152 11.03387
H: 11.57971 11.78811 9.90349
H: 10.54046 9.62622 10.43082
H: 8.79350 9.70994 10.60719
H: 11.11426 9.67951 12.53178
H: 9.96516 8.34671 12.53047
H: 9.42585 9.73102 14.57193
H: 8.19186 9.69588 13.26863
H: 11.43833 11.54472 13.50288
H: 10.75471 11.96239 15.12370
H: 10.84514 13.16905 13.74197
H: 8.15883 13.23398 14.56262
H: 8.33333 11.73272 15.52388
H: 7.23448 11.73821 14.15359
H: 9.53935 11.47934 8.79175
H: 9.05440 13.09889 9.56520
H: 8.02338 11.62246 9.59508
C: 8.54492 19.13782 9.06177
C: 9.16073 18.34234 10.24132
C: 8.32481 17.00615 10.50516
C: 8.34583 16.07966 9.33142
C: 9.77496 15.62744 9.03061
C: 10.75202 16.81737 8.72463
N: 10.47105 17.93352 9.73771
O: 11.47696 18.76887 9.93810
C: 10.61426 17.39191 7.27212
C: 12.20316 16.42490 8.82905
C: 9.33553 19.24723 11.43765
H: 7.48374 19.40416 9.17638
H: 8.43720 18.59502 8.14021
H: 9.12049 20.04183 8.83512
H: 7.32364 17.42766 10.79379
H: 8.67426 16.45968 11.38799
H: 8.07007 16.68213 8.42261
H: 7.59117 15.32930 9.55803
H: 9.79852 14.91524 8.21690
H: 10.16420 15.06158 9.90952
H: 11.10700 16.65515 6.67971
H: 11.04734 18.38473 7.11212
H: 9.57417 17.41142 6.92287
H: 12.42484 16.21816 9.87409
H: 12.85138 17.25652 8.59716
H: 12.37835 15.51056 8.23509
H: 10.00568 20.04363 11.10482
H: 9.66370 18.59437 12.27972
H: 8.30594 19.67616 11.51927
C: 5.98082 17.86380 16.51358
C: 7.43694 17.94900 16.16752
C: 7.96697 19.38714 16.14647
C: 9.50484 19.47773 16.02658
C: 10.34920 18.57665 16.92541
C: 9.87930 17.09860 17.00881
N: 8.34056 17.13740 17.00530
O: 7.71645 16.47850 17.96441
C: 10.37989 16.44199 18.28310
C: 10.38036 16.23437 15.78597
C: 7.68811 17.39407 14.75251
H: 5.77395 18.14321 17.56696
H: 5.55624 16.85702 16.35630
H: 5.40996 18.52005 15.83761
H: 7.76059 19.90353 17.10567
H: 7.40674 19.93979 15.38717
H: 9.77631 20.52989 16.23618
H: 9.77380 19.21488 15.00840
H: 10.45860 19.03966 17.97412
H: 11.29526 18.47460 16.36556
H: 9.91368 16.86580 19.13022
H: 11.46976 16.64519 18.37965
H: 10.32327 15.36056 18.23040
H: 9.85706 15.26744 15.84812
H: 11.40628 15.94971 16.09057
H: 10.45785 16.64443 14.79120
H: 7.03416 17.85566 14.01612
H: 7.40285 16.34370 14.64080
H: 8.72252 17.52362 14.49988
C: 14.00808 16.00109 17.15300
C: 13.60775 17.44717 16.93118
O: 13.06425 17.75938 15.89664
O: 13.83185 18.25068 17.92232
H: 13.08081 15.46453 17.35518
H: 14.77297 15.88419 17.93780
H: 14.35883 15.58594 16.19312
C: 12.66536 15.23176 12.97690
C: 11.33970 15.72301 12.44347
O: 10.51109 14.78954 12.14394
O: 11.11328 16.89757 12.27850
H: 13.36882 15.36058 12.16547
H: 12.58922 14.22175 13.33706
H: 12.89906 15.93356 13.81283

Summary:
Total charge: +2
Multiplicity: 1

[2]
Formula: C40H80O45S6
Source: the Open Molecules 2025 dataset
Level of theory: wB97M-V/def2-TZVPD

CARTESIAN COORDINATES (ANGSTROEM)
C: 0.40234 -3.14718 -10.41773
C: 1.18438 -4.32458 -9.71875
O: 0.68709 -4.54082 -8.41704
C: 1.11520 -3.79038 -7.33950
O: 2.02548 -2.93678 -7.40607
O: 0.28415 -4.02670 -6.27435
C: 0.53385 -3.37237 -5.04814
H: -0.67234 -3.31872 -10.35655
H: 0.61989 -3.12193 -11.48551
H: 0.66446 -2.20540 -9.93559
H: 2.25181 -4.10492 -9.69795
H: 1.03494 -5.26558 -10.24818
H: 0.41752 -2.29337 -5.14980
H: 1.55867 -3.53982 -4.71677
H: -0.19638 -3.57011 -4.26343
C: 0.00856 -2.09769 5.53347
C: -0.60127 -0.80118 5.79518
O: -2.00674 -0.77865 5.47538
C: -2.41054 -0.73826 4.15473
O: -1.70352 -0.60236 3.16485
O: -3.75128 -0.66814 4.09692
C: -4.64363 -0.83815 5.20113
H: -0.38623 -2.86982 6.19382
H: 1.09073 -2.04054 5.65072
H: -0.16554 -2.51197 4.54041
H: -0.06831 -0.00462 5.27599
H: -0.49513 -0.58308 6.85784
H: -4.19834 -0.81345 6.19573
H: -5.20325 -1.76229 5.05660
H: -5.26924 0.05406 5.17529
C: -1.50715 4.12817 8.97165
C: -1.79444 2.66361 8.49809
O: -1.24733 2.48783 7.20287
C: -1.93156 2.70544 6.00828
O: -3.11951 2.95558 6.00189
O: -1.08639 2.43006 5.04245
C: -1.45547 2.59831 3.69080
H: -1.81138 4.95488 8.32969
H: -0.46182 4.20680 9.27030
H: -2.17481 4.26326 9.82259
H: -2.86225 2.44786 8.53495
H: -1.28892 2.03111 9.22781
H: -2.26930 1.93887 3.38929
H: -0.59890 2.41495 3.04215
H: -1.75955 3.62912 3.50893
C: 3.61374 4.67324 -7.61049
C: 4.47023 3.79705 -6.65094
O: 3.50122 2.93948 -6.09004
C: 3.93430 1.97997 -5.30441
O: 5.06779 1.78921 -4.92273
O: 2.89310 1.17915 -4.98108
C: 3.08949 -0.07814 -4.17590
H: 4.13990 5.58520 -7.89257
H: 2.69802 4.99663 -7.11553
H: 3.19908 4.16745 -8.48246
H: 4.79923 4.44601 -5.83933
H: 5.40976 3.40636 -7.04178
H: 4.12590 -0.40695 -4.09947
H: 2.58662 -0.97768 -4.53094
H: 2.55520 0.08303 -3.23959
C: -4.87839 -5.34885 -0.25935
C: -3.44317 -4.79090 0.02096
O: -3.42402 -3.60450 -0.69406
C: -2.67215 -3.51745 -1.73225
O: -1.91959 -4.35147 -2.10371
O: -3.04652 -2.42088 -2.46906
C: -2.27257 -2.08906 -3.65761
H: -4.94877 -5.80801 -1.24541
H: -5.68192 -4.61256 -0.27685
H: -5.17528 -6.14508 0.42328
H: -2.57219 -5.44100 -0.06178
H: -3.55661 -4.53374 1.07411
H: -2.81012 -1.30740 -4.19441
H: -2.05103 -2.90144 -4.34975
H: -1.30953 -1.63635 -3.42161
C: -4.74405 -0.91616 0.71819
C: -4.83043 0.30381 -0.21032
O: -4.09036 1.34227 0.39003
C: -4.65547 2.57191 0.39312
O: -5.71412 2.99479 -0.11816
O: -3.84675 3.36841 1.16560
C: -4.15277 4.71813 1.60055
H: -5.08928 -1.81457 0.20655
H: -5.25434 -0.76317 1.66914
H: -3.78687 -1.14662 1.18593
H: -5.86108 0.57121 -0.44347
H: -4.30731 0.12640 -1.14998
H: -4.52235 4.58661 2.61750
H: -4.96639 5.14328 1.01286
H: -3.30681 5.40543 1.59193
C: 2.35798 0.59011 3.32125
C: 2.74743 1.76704 2.44562
O: 2.84737 2.94455 3.23050
C: 3.85995 3.16918 4.02839
O: 4.82954 2.36965 4.22745
O: 3.68773 4.34496 4.63591
C: 4.57901 4.84267 5.61314
H: 2.29804 -0.38738 2.84269
H: 1.35264 0.68508 3.73159
H: 3.16879 0.52312 4.04664
H: 1.99094 2.09640 1.73333
H: 3.63991 1.58905 1.84568
H: 4.36154 5.90589 5.71499
H: 5.59983 4.87957 5.23281
H: 4.49379 4.20660 6.49419
C: 0.04648 7.20143 0.18994
C: -1.37132 7.08780 -0.33019
O: -1.69287 5.73585 -0.32184
S: -0.44020 4.69978 0.01926
O: -0.26178 3.67189 -1.01135
O: -0.57875 4.31244 1.43368
O: 0.57856 5.93711 -0.13580
H: 0.03955 7.32831 1.27251
H: 0.56800 8.00969 -0.32271
H: -1.51299 7.47453 -1.33939
H: -2.04428 7.75677 0.20620
C: -0.05679 0.56813 -0.41095
C: -1.11786 -0.52964 -0.17826
O: -0.59858 -1.70015 -0.60351
S: 1.06284 -1.66590 -0.77962
O: 1.40953 -2.40272 -2.01391
O: 1.72460 -2.01254 0.48524
O: 0.98333 -0.02774 -1.11379
H: 0.14908 1.14393 0.49136
H: -0.38355 1.28795 -1.16142
H: -2.11406 -0.30774 -0.56096
H: -1.30333 -0.83327 0.85204
C: 2.03656 -3.94125 3.57524
C: 3.54964 -3.71560 3.30406
O: 4.12082 -4.15437 4.45095
S: 3.29442 -3.81460 5.80790
O: 3.30935 -2.37614 6.01183
O: 3.49255 -4.79316 6.88330
O: 1.93468 -4.24248 4.96546
H: 1.70615 -4.70602 2.87234
H: 1.50142 -3.03697 3.28544
H: 3.85689 -2.67004 3.32627
H: 3.94189 -4.28018 2.45819
C: 6.56444 0.25872 -2.04518
C: 7.05641 -0.97291 -1.36040
O: 6.75843 -0.73589 0.01314
S: 5.43916 0.20700 0.20783
O: 5.72629 1.03387 1.36277
O: 4.19356 -0.53514 0.18289
O: 5.70333 0.94761 -1.22411
H: 6.05607 0.11176 -2.99810
H: 7.46457 0.86460 -2.14896
H: 8.14407 -1.03587 -1.39379
H: 6.64938 -1.89455 -1.77633
C: -4.34643 3.95518 -3.42760
C: -5.20931 2.65803 -3.56170
O: -4.50676 1.69132 -4.27882
S: -2.90207 1.97693 -4.31910
O: -2.36797 1.69509 -5.66788
O: -2.21774 1.47365 -3.09961
O: -3.24675 3.61414 -4.28175
H: -4.14643 4.18899 -2.38192
H: -4.85816 4.77801 -3.92677
H: -6.09419 2.91249 -4.14511
H: -5.55035 2.14600 -2.66191
C: 0.64793 -6.15387 -1.60866
C: 0.65036 -5.30805 -0.33221
O: 0.55402 -6.27928 0.68491
S: -0.17470 -7.65287 0.27959
O: -1.60689 -7.81662 0.72158
O: 0.65947 -8.82436 0.57712
O: -0.12930 -7.28681 -1.31920
H: 1.68229 -6.37710 -1.87010
H: 0.28926 -5.68962 -2.52731
H: -0.06507 -4.48606 -0.35655
H: 1.60667 -4.80005 -0.20762

Summary:
Total charge: 0
Multiplicity: 1

Number 1: DFT total energy -2316.94600 Eh. Number 2: DFT total energy -7346.74796 Eh.